20
Properties=species:S:1:pos:R:3:forces:R:3 method="wB97M-V/def2-TZVPD" spin_multiplicity=1 energy_ha=-2501.95248 total_charge=+1
C -0.582 0.444 -2.263 0.3 0.4 1.4
C -0.359 -1.130 -1.862 -0.1 0.9 0.5
C 0.316 -1.338 -0.345 0.0 -1.9 -1.1
N 1.580 -0.529 -0.153 -1.6 0.3 1.3
C 1.410 0.610 0.828 3.2 0.0 0.3
O 0.116 1.306 0.760 -1.6 -1.7 4.3
C -0.569 1.339 2.062 0.4 9.5 -0.1
O -0.805 2.575 2.581 1.1 -9.3 -3.2
Cl -1.183 -0.117 3.030 0.3 0.9 -1.0
H -1.388 0.906 -1.515 1.6 -0.9 -1.8
H 0.422 1.042 -2.030 -2.1 -1.3 -0.8
H -0.917 0.631 -3.372 0.7 -0.6 2.3
H 0.355 -1.606 -2.661 -1.6 0.7 1.7
H -1.420 -1.624 -1.799 2.2 0.6 -0.4
H -0.481 -1.222 0.508 1.5 0.0 -1.6
H 0.641 -2.486 -0.326 -0.8 2.4 0.1
H 2.410 -1.135 0.090 -1.4 1.2 -0.1
H 1.633 0.327 1.949 -0.6 0.3 -2.0
H 2.235 1.422 0.538 -2.0 -1.6 0.7
Cu -3.413 0.589 3.980 0.7 0.0 -0.3

20
Properties=species:S:1:pos:R:3:forces:R:3 method="wB97M-V/def2-TZVPD" spin_multiplicity=1 total_charge=+1 e_above_lowest_kcal_mol=8.50 smiles=Nc1nc(CCCCl)[nH][nH+]1
N 2.774 -1.600 1.333 0.3 0.2 -0.1
C 1.937 -0.801 0.621 -0.1 0.1 0.0
N 0.875 -1.147 -0.105 0.1 0.0 -0.2
C 0.389 -0.018 -0.622 0.2 0.0 0.1
C -0.814 0.120 -1.476 0.0 0.0 -0.1
C -2.103 -0.238 -0.726 0.0 0.0 0.0
C -2.313 0.596 0.525 0.1 -0.1 0.0
Cl -2.693 2.292 0.111 0.1 0.0 0.0
N 1.122 1.022 -0.210 -0.1 0.1 -0.2
N 2.120 0.533 0.553 -0.1 -0.2 0.2
H 2.740 -1.636 2.336 0.0 0.1 0.0
H 3.292 -2.314 0.850 -0.3 -0.3 0.1
H -0.876 1.143 -1.850 0.0 0.0 0.0
H -0.688 -0.538 -2.337 0.0 0.0 0.0
H -2.933 -0.068 -1.412 0.0 -0.1 0.0
H -2.111 -1.296 -0.456 0.1 0.0 0.0
H -3.125 0.202 1.129 -0.1 0.1 -0.1
H -1.423 0.634 1.154 0.0 -0.1 0.0
H 1.005 2.007 -0.409 0.0 0.0 0.1
H 2.828 1.107 0.989 0.0 0.0 -0.1

18
Properties=species:S:1:pos:R:3:forces:R:3 method="wB97M-V/def2-TZVPD" spin_multiplicity=1 total_charge=0 e_above_lowest_kcal_mol=104.43
C 1.869 1.471 0.492 -1.1 -0.5 -1.3
C 0.116 -0.694 1.885 1.5 -0.7 -1.0
C -0.342 -0.647 -1.930 -0.1 1.3 -0.1
C -1.695 0.511 -0.265 2.8 1.9 -0.8
C 0.446 -0.630 0.421 -0.3 1.6 -0.6
N -0.631 -0.482 -0.486 1.2 -0.4 0.1
O 1.845 2.148 -0.490 -0.1 -0.3 0.5
Cl 1.872 -1.622 -0.125 -1.5 0.5 0.5
H 2.678 1.638 1.237 0.2 -0.2 0.5
H 0.983 -0.428 2.414 1.4 0.4 0.7
H -0.126 -1.640 2.289 -0.6 -1.5 -0.1
H -0.598 -0.025 2.223 -1.6 1.4 0.1
H -1.180 -0.200 -2.579 1.0 -1.3 1.2
H 0.573 -0.112 -2.272 -0.4 -0.2 0.5
H -0.145 -1.694 -1.998 -0.2 -0.7 -1.1
H -2.640 0.149 -0.600 -0.7 -0.4 0.0
H -1.680 0.901 0.762 -0.3 -0.3 -0.5
H -1.344 1.356 -0.979 -1.1 -0.7 1.4

19
Properties=species:S:1:pos:R:3:forces:R:3 method="wB97M-V/def2-TZVPD" spin_multiplicity=1 total_charge=0 e_above_lowest_kcal_mol=113.36
C 0.466 -0.891 -0.356 -0.4 1.1 -0.2
C 2.400 0.550 -0.321 -0.4 0.3 -2.0
C 2.159 -1.427 1.136 -0.3 -0.6 -2.5
C -2.987 1.248 -1.552 0.9 0.9 -1.0
C -3.127 0.389 0.734 0.3 0.9 2.0
N 1.749 -0.688 -0.086 2.0 -1.4 1.5
O -0.290 -0.057 -0.781 -0.8 0.1 -0.8
O -3.217 0.429 -0.522 0.0 -0.1 -3.1
Cl -2.647 1.894 1.610 -0.5 -1.4 -0.7
H 3.244 0.520 -1.052 -0.6 -0.3 0.6
H 1.628 1.201 -0.693 -0.1 0.5 -0.5
H 2.700 0.970 0.578 0.9 0.8 1.8
H 1.656 -2.390 1.081 0.1 -0.1 0.3
H 3.207 -1.592 1.089 0.9 -0.1 0.3
H 1.834 -0.896 1.981 -0.1 0.7 1.4
H 0.242 -1.895 -0.079 -1.1 -1.1 0.1
H -2.896 0.825 -2.643 -0.5 0.3 2.8
H -2.512 2.268 -1.384 -0.7 -1.6 0.2
H -3.610 -0.457 1.260 0.5 1.0 -0.3

22
Properties=species:S:1:pos:R:3:forces:R:3 method="wB97M-V/def2-TZVPD" spin_multiplicity=1 energy_ha=-1374.37173 total_charge=0 smiles="CC[C@@H](CP(=O)(O)O)OC(=O)Cl"
C -2.486 0.256 -0.710 0.0 0.0 -0.1
C -0.972 0.481 -0.646 -0.1 -0.3 0.0
C -0.332 0.027 0.675 0.1 -0.3 0.2
C 0.633 -1.143 0.486 -0.3 0.0 -0.2
P 2.089 -0.785 -0.534 0.4 0.6 0.4
O 2.447 0.622 -0.721 -0.1 0.0 -0.1
O 1.790 -1.506 -1.924 -0.1 0.0 -0.3
O 3.250 -1.664 0.122 -0.3 -0.2 0.1
O 0.410 1.069 1.348 0.0 -0.2 -0.2
C -0.191 2.208 1.640 0.1 0.0 -0.2
O 0.329 3.261 1.660 0.3 0.4 0.2
Cl -1.897 2.051 2.066 -0.4 0.0 0.2
H -2.787 -0.027 -1.717 0.0 0.1 -0.1
H -3.057 1.138 -0.436 0.0 0.1 0.1
H -2.789 -0.560 -0.056 0.0 -0.1 0.1
H -0.530 -0.107 -1.448 0.2 0.1 -0.1
H -0.702 1.514 -0.852 0.0 0.1 0.0
H -1.087 -0.329 1.373 -0.2 0.1 0.0
H 0.069 -1.915 -0.039 0.0 -0.1 0.0
H 0.907 -1.575 1.448 0.1 0.2 0.1
H 1.974 -0.849 -2.613 0.0 -0.2 -0.1
H 2.931 -2.167 0.879 0.3 -0.1 0.0

20
Properties=species:S:1:pos:R:3:forces:R:3 method="wB97M-V/def2-TZVPD" s_squared=9.779 spin_multiplicity=6 energy_ha=-1507.08215 total_charge=+1
O -0.603 -1.373 -1.180 -0.9 0.2 0.6
C -1.271 -0.410 -1.937 0.5 0.2 -0.2
C -2.349 0.331 -1.154 -0.5 -0.2 -0.7
O -1.786 0.617 0.128 0.2 -0.1 0.2
C -2.004 1.881 0.722 0.1 0.3 -0.4
Dy -0.502 -1.130 0.956 -0.3 -0.6 -0.1
H -1.733 -0.823 -2.851 0.2 0.1 0.2
H -0.510 0.346 -2.212 -0.3 0.0 -0.4
H -3.251 -0.280 -1.001 0.2 0.1 0.0
H -2.653 1.257 -1.663 0.2 -0.2 0.1
H -1.808 1.732 1.791 -0.6 0.4 -0.1
H -1.257 2.599 0.352 -0.3 0.0 0.0
H -3.011 2.217 0.437 0.3 0.1 0.7
C 1.799 -1.835 0.566 1.2 0.4 -2.6
C 2.027 -0.817 -0.422 1.4 -1.7 2.7
O 2.275 0.348 0.067 -0.5 2.2 -0.4
Mg 2.171 2.355 0.035 0.2 -1.2 -0.1
H 2.286 -1.684 1.539 -0.3 0.1 -0.4
H 1.708 -2.854 0.170 0.1 0.2 0.3
H 2.224 -0.949 -1.499 -0.9 -0.3 0.4

17
Properties=species:S:1:pos:R:3:forces:R:3 method="wB97M-V/def2-TZVPD" spin_multiplicity=1 total_charge=0 e_above_lowest_kcal_mol=131.95
C -0.617 1.436 -0.420 2.4 0.0 -0.3
C 0.008 0.029 0.023 -0.9 -0.7 -4.1
C -0.192 -0.194 1.409 1.6 0.6 4.7
C -0.745 -1.184 -0.589 -0.9 -1.2 -1.8
C 1.437 -0.038 -0.430 -0.9 1.1 2.0
H -0.111 2.142 0.338 -0.9 -0.7 -1.4
H -1.703 1.376 -0.137 0.8 0.3 -1.1
H -0.231 1.759 -1.548 -1.7 -0.8 2.9
H -1.205 0.744 1.531 3.0 -3.5 1.4
H 1.152 0.155 1.855 -4.7 -0.7 -0.1
H -0.316 -1.496 1.625 0.0 4.7 0.2
H -0.628 -2.252 0.004 0.0 2.9 -1.9
H -1.804 -0.877 -0.566 0.1 -0.5 0.5
H -0.635 -1.271 -1.732 0.4 -0.3 1.5
H 1.519 -0.283 -1.421 0.3 1.7 -3.3
F 2.073 1.145 0.081 0.0 -2.3 -1.2
F 2.000 -1.191 -0.024 1.2 -0.5 2.1

18
Properties=species:S:1:pos:R:3:forces:R:3 method="wB97M-V/def2-TZVPD" spin_multiplicity=1 total_charge=+1 e_above_lowest_kcal_mol=0.00
C 2.413 1.633 0.936 -0.1 1.9 2.1
C 2.484 0.391 0.554 -0.5 -3.2 -1.3
C -1.470 0.940 -0.743 2.5 -0.8 2.1
C -1.074 -0.221 1.294 2.1 0.4 3.9
C -0.672 -1.365 -0.746 0.4 -2.1 1.3
N -1.013 -0.324 -0.128 -1.0 0.5 -0.4
F 1.861 -0.220 -0.562 0.6 1.9 1.5
F 3.075 -0.670 1.134 -0.1 1.7 -0.1
H 1.758 2.444 0.584 0.4 -0.9 -0.8
H -2.257 1.327 -0.181 -1.2 0.7 0.9
H -0.559 1.520 -0.661 -0.1 0.7 -0.1
H -1.700 0.806 -1.707 -1.0 -0.5 -3.7
H -0.298 -0.961 1.826 -1.9 1.5 -1.3
H -0.768 0.877 1.634 -0.7 -2.4 -0.8
H -2.131 -0.421 1.643 1.2 0.2 -0.4
H -0.215 -2.236 -0.200 -0.6 1.1 -0.3
H -0.923 -1.569 -1.754 0.2 0.6 -1.2
H 2.887 2.028 1.892 -0.2 -1.3 -1.3

20
Properties=species:S:1:pos:R:3:forces:R:3 method="wB97M-V/def2-TZVPD" s_squared=0.752 spin_multiplicity=2 total_charge=0 e_above_lowest_kcal_mol=22.60
C -2.015 1.401 1.857 -0.3 0.4 0.5
F -1.685 2.677 1.858 0.1 0.1 -0.1
F -2.049 0.936 3.093 0.1 -0.2 0.0
F -3.185 1.229 1.273 -0.1 -0.1 -0.2
C 0.674 0.343 -2.756 -0.2 0.3 -0.1
O 1.040 -0.745 -1.943 0.2 -0.1 0.1
C 0.067 -1.161 -1.033 -0.6 1.0 1.6
H 0.611 1.281 -2.179 0.0 -0.2 -0.1
H 1.447 0.454 -3.525 -0.2 0.0 0.2
H -0.300 0.163 -3.243 0.2 0.0 0.1
H 0.420 -2.100 -0.587 0.0 0.2 -0.2
H -0.903 -1.355 -1.526 0.2 0.0 0.0
C -0.286 -0.099 0.215 2.1 -2.2 -2.5
O 0.875 0.330 0.881 -0.2 0.5 0.1
C 1.566 -0.652 1.614 0.0 -0.4 0.0
H -0.889 -0.762 0.866 -0.5 0.9 -0.2
H -0.657 0.790 -0.314 -0.6 -0.4 0.8
H 2.083 -1.359 0.946 -0.1 0.1 0.2
H 2.311 -0.149 2.242 -0.3 -0.1 -0.2
H 0.875 -1.223 2.260 0.2 0.1 -0.1

18
Properties=species:S:1:pos:R:3:forces:R:3 method="wB97M-V/def2-TZVPD" spin_multiplicity=1 energy_ha=-648.38151 total_charge=+1
C 0.797 1.515 -0.689 -0.5 -0.2 1.8
C -0.237 1.258 0.070 -2.3 -0.7 2.3
C -0.092 0.108 1.145 -1.4 0.3 -2.4
C 0.140 -2.156 0.401 -0.2 -0.9 -1.3
C -3.044 -0.741 -0.656 -0.2 0.4 -0.4
N -0.477 -1.085 0.437 -1.3 0.5 -0.9
F -3.226 -1.964 -0.223 0.5 0.0 0.8
I -4.915 0.397 0.071 -0.4 0.0 0.5
H 0.761 2.405 -1.209 0.5 1.3 -1.8
H 1.671 0.981 -0.381 0.8 0.0 -0.7
H -1.287 1.800 0.069 2.4 -0.8 -0.3
H -0.915 0.121 1.811 -0.5 0.9 1.5
H 0.848 0.082 1.643 0.9 0.1 0.4
H -0.240 -2.953 -0.267 0.2 0.2 0.7
H 1.065 -2.258 0.883 1.5 -0.6 0.8
H -3.163 -0.800 -1.752 0.4 0.9 0.4
H -4.345 -0.016 1.555 -0.3 0.2 -0.4
H -2.381 -0.019 -0.105 -0.2 -1.6 -1.0

18
Properties=species:S:1:pos:R:3:forces:R:3 method="wB97M-V/def2-TZVPD" spin_multiplicity=1 total_charge=+1 e_above_lowest_kcal_mol=91.44
C -2.255 2.109 0.253 -2.3 4.0 -4.0
C -1.148 -0.038 -0.459 -0.5 2.9 1.3
C 3.358 0.295 0.046 -4.3 1.3 -2.1
C -0.706 -2.420 -0.035 -4.4 2.2 1.4
C 2.332 1.102 -0.185 1.5 -2.5 -0.2
N -1.499 1.015 -0.112 -0.1 -2.1 -0.4
N -0.584 -1.118 -0.751 1.8 -2.0 -0.4
F 1.290 0.790 -0.981 -0.4 -1.0 -1.2
H -1.871 3.101 -0.158 0.6 -1.4 0.8
H -2.471 2.252 1.251 0.1 -0.3 2.3
H 3.411 -0.620 -0.404 0.1 -2.3 -1.3
H -3.253 2.261 -0.327 1.3 -1.4 0.9
H 4.078 0.522 0.671 3.4 1.5 3.0
H 0.175 -2.582 0.489 1.9 -0.9 0.2
H -1.105 -3.060 -0.805 0.3 -1.0 0.5
H -1.454 -2.208 0.848 1.0 -0.9 -1.9
H 2.072 2.007 0.165 0.1 3.2 1.7
H 0.384 -1.053 -1.035 0.0 0.8 -0.7

18
Properties=species:S:1:pos:R:3:forces:R:3 method="wB97M-V/def2-TZVPD" spin_multiplicity=1 total_charge=+1 e_above_lowest_kcal_mol=53.12
C -2.176 0.042 -0.064 -1.8 -1.8 0.9
C 1.556 -0.034 -0.136 1.8 -1.6 2.0
C 0.070 -2.012 0.065 1.1 -0.7 3.0
C -0.510 1.686 -0.077 1.7 4.0 -0.8
C 0.196 -0.542 -0.030 -0.4 -0.4 -2.8
N -0.794 0.330 -0.070 0.6 -2.9 -0.1
N -2.978 0.933 0.186 -0.3 0.1 0.3
F -2.399 -1.308 -0.226 0.0 1.8 0.1
H 2.265 -0.880 -0.205 -0.5 0.3 0.4
H 1.948 0.592 -0.884 -0.7 1.4 -1.3
H 1.736 0.469 0.820 0.4 0.1 0.1
H -0.361 -1.973 1.078 -0.3 -0.7 0.4
H 1.015 -2.635 0.311 -1.2 1.6 -1.2
H -0.658 -2.588 -0.455 -0.3 0.1 -0.9
H -1.454 2.260 -0.035 0.9 -0.3 0.9
H 0.325 1.927 0.666 -1.6 0.1 -0.9
H -0.166 1.968 -1.092 0.4 -0.2 0.5
H -3.965 0.897 0.439 0.3 -0.7 -0.6

18
Properties=species:S:1:pos:R:3:forces:R:3 method="wB97M-V/def2-TZVPD" spin_multiplicity=1 total_charge=0 e_above_lowest_kcal_mol=73.23 smiles=N[C@H]1CC[C@@]1(O)CF
C 1.042 -0.034 0.381 1.2 0.4 1.3
C 1.022 0.914 -0.812 -2.7 0.8 -1.0
C -0.513 1.369 -0.257 6.2 -2.4 0.4
C -0.469 0.027 0.456 -3.6 0.5 0.3
C -1.141 -1.074 -0.411 -1.5 1.0 1.0
H 2.713 -1.356 0.386 -4.2 -0.2 -1.0
H 1.048 -1.825 0.996 2.2 0.2 -2.8
H 1.461 0.297 1.398 -0.5 0.4 -1.6
H 1.615 1.808 -0.925 0.8 -0.3 0.0
H 0.875 0.343 -1.818 0.6 1.0 1.9
H -1.102 1.637 -0.998 -3.4 0.9 -3.2
H -0.324 2.134 0.447 -0.1 0.8 0.8
H -2.217 0.394 1.477 3.8 -0.5 0.3
H -1.227 -2.181 -0.128 0.4 1.9 -0.2
H -0.695 -0.818 -1.321 0.8 -1.1 -1.8
N 1.565 -1.366 0.081 1.8 -1.5 4.5
O -1.172 0.304 1.683 -2.5 -1.2 0.4
F -2.482 -0.573 -0.635 0.5 -0.8 0.6